1.
{"formula": "C6H11NO", "method": "wB97M-V/def2-TZVPD", "symbols": ["O", "N", "C", "C", "C", "C", "C", "C", "H", "H", "H", "H", "H", "H", "H", "H", "H", "H", "H"], "positions_angstrom": [[0.48, 1.13, -1.13], [0.05, -1.32, -1.38], [0.33, -0.67, -0.11], [-0.31, -1.13, 1.16], [-0.43, 0.05, -1.21], [1.69, 1.22, 1.05], [1.36, 0.38, -0.17], [-1.89, 0.36, -1.19], [0.38, -1.79, 1.70], [0.80, 1.59, 1.56], [2.29, 2.09, 0.76], [-0.55, -0.29, 1.82], [-2.23, 0.65, -0.20], [-2.49, -0.50, -1.53], [-2.10, 1.18, -1.88], [2.27, 0.07, -0.70], [2.29, 0.64, 1.76], [-1.23, -1.68, 0.98], [-0.72, -1.98, -1.30]], "charge": 0, "homo_energy_ev": -7.89, "orbital_gap_ha": 0.3246, "smiles": "C[C@@H]1O[C@@]2(C)N[C@@]12C"}

---

2.
{"formula": "C2H7NO2", "method": "wB97M-V/def2-TZVPD", "symbols": ["O", "O", "N", "C", "C", "H", "H", "H", "H", "H", "H", "H"], "positions_angstrom": [[2.97, 0.35, -2.72], [-0.92, -0.15, 2.18], [1.06, 0.48, -1.44], [-1.82, -1.21, 1.69], [2.46, 0.85, -1.75], [-1.32, -1.98, 1.06], [2.64, 1.90, -1.61], [-1.25, 0.70, 1.83], [-2.55, -0.70, 1.10], [0.69, 1.11, -0.73], [0.42, 0.19, -2.20], [-2.38, -1.53, 2.58]], "charge": 0, "homo_energy_ev": -10.02, "orbital_gap_ha": 0.3865, "smiles": "NC=O.CO"}

---

3.
{"formula": "C5H9PS3", "method": "wB97M-V/def2-TZVPD", "symbols": ["S", "S", "S", "P", "C", "C", "C", "C", "C", "H", "H", "H", "H", "H", "H", "H", "H", "H"], "positions_angstrom": [[2.10, 2.35, 1.37], [0.97, -0.53, 0.14], [1.19, 2.04, -1.73], [0.49, 1.54, 0.22], [2.23, -0.44, -1.18], [-2.88, -1.13, 2.22], [-2.35, -0.66, -0.32], [1.68, 0.38, -2.32], [-2.59, -0.88, 0.83], [2.42, -1.47, -1.48], [3.14, 0.00, -0.77], [-3.39, -2.09, 2.33], [-2.13, -0.50, -1.33], [-3.52, -0.34, 2.62], [2.43, 0.55, -3.09], [-1.95, -1.17, 2.78], [1.35, 2.43, 2.47], [0.80, -0.10, -2.76]], "spin_multiplicity": 3, "charge": 0, "homo_energy_ev": [-4.37, -8.78], "orbital_gap_ha": [0.1804, 0.2151]}

---

4.
{"formula": "C30H28FN3O9Zn", "method": "wB97M-V/def2-TZVPD", "symbols": ["Zn", "F", "O", "O", "O", "O", "O", "O", "O", "O", "O", "N", "N", "N", "C", "C", "C", "C", "C", "C", "C", "C", "C", "C", "C", "C", "C", "C", "C", "C", "C", "C", "C", "C", "C", "C", "C", "C", "C", "C", "C", "C", "C", "C", "H", "H", "H", "H", "H", "H", "H", "H", "H", "H", "H", "H", "H", "H", "H", "H", "H", "H", "H", "H", "H", "H", "H", "H", "H", "H", "H", "H"], "positions_angstrom": [[1.09, -0.80, 0.06], [-0.91, 3.78, -4.25], [1.30, 0.26, -1.20], [5.54, 3.95, 0.02], [-0.31, -0.06, -0.98], [3.28, 5.93, 2.29], [-2.50, -2.84, 0.75], [0.00, -4.99, 5.02], [-0.54, -1.70, 0.40], [0.76, -1.99, 1.47], [2.67, -1.34, 0.94], [3.41, 4.29, 0.65], [-4.25, -0.13, -2.10], [2.84, 0.04, -0.21], [-1.51, -0.04, -1.35], [3.59, 5.69, 0.94], [3.86, -0.69, -0.65], [2.13, -4.20, 4.35], [-6.40, 0.74, -1.31], [3.36, -1.84, 1.64], [-3.04, 2.78, -4.12], [-1.77, -1.96, 0.23], [-2.43, -1.03, -0.79], [5.16, -0.08, -0.85], [-2.05, 0.93, -2.30], [-3.42, 0.86, -2.66], [5.33, 1.23, -0.58], [-5.68, -0.09, -2.37], [-3.71, -1.01, -1.18], [2.43, -2.64, 2.49], [3.00, 1.41, 0.07], [0.16, -3.45, 3.16], [-1.19, 1.91, -2.84], [4.42, 3.48, 0.20], [-1.38, -5.11, 4.98], [-3.90, 1.79, -3.60], [-5.96, 0.40, -3.79], [0.74, -4.21, 4.18], [-5.34, 1.77, -4.03], [-1.71, 2.82, -3.73], [0.99, -2.68, 2.34], [2.95, -3.43, 3.53], [4.20, 2.03, -0.09], [4.86, -1.77, 1.76], [3.34, 6.90, 2.42], [5.99, -0.68, -1.21], [-5.53, -0.32, -4.50], [2.57, -4.79, 5.14], [-5.89, 2.54, -3.49], [2.48, 3.92, 0.81], [-5.42, 2.00, -5.10], [-1.86, -4.12, 5.15], [4.63, 6.02, 0.74], [3.71, -1.74, -0.87], [-0.15, 1.95, -2.54], [-7.48, 0.80, -1.52], [2.12, 1.93, 0.43], [6.31, 1.68, -0.73], [-1.70, -5.80, 5.78], [-6.01, 1.76, -1.24], [-6.28, 0.28, -0.32], [5.18, -0.73, 1.96], [5.25, -2.39, 2.58], [-0.91, -3.45, 3.02], [-4.41, -1.74, -0.76], [-7.03, 0.43, -3.98], [5.34, -2.11, 0.83], [-1.70, -5.52, 4.01], [-6.08, -1.12, -2.31], [-3.41, 3.52, -4.83], [4.00, -3.49, 3.74], [2.90, 6.27, 0.29]], "charge": -2, "homo_energy_ev": [0.17, 0.86], "orbital_gap_ha": [0.1433, 0.1177]}

---

5.
{"formula": "C14H23ClI2N2O2PRu", "method": "wB97M-V/def2-TZVPD", "symbols": ["I", "I", "Ru", "Cl", "P", "O", "O", "N", "N", "C", "C", "C", "C", "C", "C", "C", "C", "C", "C", "C", "C", "C", "C", "H", "H", "H", "H", "H", "H", "H", "H", "H", "H", "H", "H", "H", "H", "H", "H", "H", "H", "H", "H", "H", "H", "H"], "positions_angstrom": [[-0.80, -2.94, -2.95], [-0.70, 2.44, -2.39], [-0.61, -0.27, -2.60], [1.78, -0.26, -2.55], [-0.17, -0.16, -4.83], [1.29, 1.88, 2.14], [-3.60, -0.05, -2.73], [0.80, 0.63, 3.98], [-0.90, -0.49, -0.43], [-0.06, 0.13, 0.42], [-0.24, -0.84, 5.69], [2.95, 1.79, 4.62], [-2.43, -0.13, -2.69], [-0.23, 0.07, 1.81], [-1.89, -1.24, 0.07], [0.70, 0.91, 2.63], [0.75, -0.74, 4.54], [-2.13, -1.34, 1.44], [1.46, 1.62, 4.84], [0.77, -1.48, -5.67], [-1.33, -0.63, 2.33], [0.66, 1.35, -5.45], [-1.79, -0.16, -5.70], [1.76, -0.99, 4.89], [-1.21, -0.40, 5.42], [1.74, -1.58, -5.18], [0.97, 2.59, 4.65], [-2.34, -1.06, -5.42], [-0.40, -1.89, 5.93], [0.48, -1.45, 3.76], [0.23, -2.44, -5.60], [-2.50, -1.79, -0.64], [0.81, 1.28, -6.54], [3.48, 0.83, 4.64], [0.13, -0.34, 6.59], [-2.35, 0.73, -5.40], [0.05, 2.23, -5.22], [-1.55, -0.60, 3.39], [-1.63, -0.15, -6.79], [-2.94, -1.99, 1.78], [0.75, 0.69, -0.05], [3.34, 2.44, 5.41], [1.63, 1.45, -4.95], [3.11, 2.28, 3.66], [1.25, 1.30, 5.87], [0.91, -1.22, -6.73]], "spin_multiplicity": 6, "charge": 2, "homo_energy_ev": [-13.87, -13.87], "orbital_gap_ha": [0.2596, 0.0944]}

---

6.
{"formula": "C5H8O", "method": "wB97M-V/def2-TZVPD", "symbols": ["O", "C", "C", "C", "C", "C", "H", "H", "H", "H", "H", "H", "H", "H"], "positions_angstrom": [[-1.59, 1.17, 0.92], [2.73, 0.39, -0.19], [0.22, -0.47, -0.41], [-2.05, -0.10, 0.54], [1.36, -0.10, -0.28], [-1.22, -0.73, -0.59], [-3.08, 0.04, 0.19], [2.75, 1.38, 0.28], [-1.52, -0.30, -1.55], [-0.65, 1.08, 1.11], [3.38, -0.27, 0.40], [-1.42, -1.81, -0.64], [3.17, 0.49, -1.19], [-2.08, -0.79, 1.40]], "charge": 0, "homo_energy_ev": -9.62, "orbital_gap_ha": 0.3870, "smiles": "CC#CCCO"}

---

What energy values result from the calculations? In sequence: -9935.2994; -7770.8505; -47120.3276; -105579.6319; -62543.7204; -7360.3280 eV.
What ΔE to the lowest compared entry with this formula, charge and spin values result from the calculations? In sequence: 72.76; 61.69; 62.31; 514.80; 0.00; 44.44 kcal per mole.